Entry 1:
The following is a DFT calculation (ωB97M-V/def2-TZVPD) of a structure of composition C20H36N7NiO2SSi.

Positions of all 68 atoms, in Å:
Ni 1.06361 -0.26824 -0.67951
N 1.40593 -0.46108 1.24182
C 2.53584 0.47794 1.41423
C 3.09448 0.59170 2.82195
C 2.06546 1.03609 3.86755
C 1.66828 2.51838 3.83401
N 1.19447 3.03257 2.53977
C 0.13193 2.57399 1.87373
N -0.81422 1.88801 2.52311
N 0.00820 2.78662 0.56778
C 3.54959 0.17796 0.29850
O 4.70503 0.53135 0.41633
O 2.99816 -0.34929 -0.74720
H 0.60613 -0.25749 1.82994
H 1.69850 -1.41785 1.42606
H 2.16961 1.45068 1.09865
H 3.93026 1.29451 2.78845
H 3.52685 -0.36780 3.11605
H 2.48120 0.86394 4.86220
H 1.17134 0.40800 3.82151
H 2.52728 3.13513 4.09328
H 0.91384 2.72500 4.59643
H 1.83705 3.59176 2.00234
H -0.88889 1.92820 3.52446
H -1.57135 1.47437 1.99443
H 0.84574 2.78207 -0.03576
H -0.75667 2.29550 0.10803
N 1.03730 0.11350 -2.60863
C 1.96095 1.12981 -3.15712
C 1.76482 2.54867 -2.65290
N 2.21303 2.79722 -1.26022
H 1.31105 -0.79570 -2.97545
H 0.08666 0.27806 -2.92530
H 1.84520 1.16315 -4.24311
H 2.97506 0.79482 -2.93923
H 0.71547 2.84385 -2.73559
H 2.32749 3.17842 -3.34784
H 2.32945 3.80579 -1.18811
H 3.15132 2.41555 -1.15209
S 2.28630 -4.91087 -1.80171
C 2.27572 -3.23806 -1.39253
N 1.11845 -2.69862 -1.18394
C 0.10767 -3.64404 -1.33724
C -1.25900 -3.40421 -1.17215
C -2.13551 -4.45031 -1.36019
C -1.67514 -5.72913 -1.70596
C -0.32994 -5.98168 -1.86823
C 0.55882 -4.92390 -1.67913
H 3.19512 -2.67025 -1.32710
H -1.59982 -2.41438 -0.89890
H -3.19799 -4.28640 -1.23560
H -2.38670 -6.53168 -1.84605
H 0.02340 -6.96884 -2.13311
C -4.37245 1.69598 -1.50433
Si -3.83870 0.45569 -0.22097
C -4.27906 1.08247 1.49146
C -4.59923 -1.21846 -0.52248
C -2.00471 0.26220 -0.30149
C -0.81144 0.04557 -0.47454
H -5.45618 1.82914 -1.48873
H -4.08969 1.36626 -2.50545
H -3.91270 2.67038 -1.32752
H -5.35870 1.22098 1.58005
H -3.82090 2.05486 1.69571
H -3.98131 0.37758 2.27246
H -5.68937 -1.16919 -0.48260
H -4.26550 -1.94065 0.22542
H -4.31689 -1.59563 -1.50777

- orbital gap (spin up / spin down) (eV) = 8.95 / 8.97
- net charge = +1
- E_HOMO (spin up / spin down) (eV) = -11.07 / -11.07

***

Entry 2:
The following is a DFT calculation (ωB97M-V/def2-TZVPD) of a structure of composition C20H55AgN6O8.

Positions of all 90 atoms, in Å:
Ag -7.30281 1.06483 -8.25821
N -8.10694 -1.93276 -6.41090
O -7.58583 -0.82272 -6.59966
O -7.41914 -2.92010 -6.28443
O -9.32496 -1.99708 -6.37695
C -10.29903 -1.10313 0.22706
C -9.36160 -2.18785 -0.28043
C -8.40155 -1.61702 -1.26863
O -7.71693 -2.63303 -1.95210
C -7.20254 -2.20051 -3.17704
N -8.63667 -2.76186 0.84574
H -9.74341 -0.24906 0.61101
H -10.89678 -1.51916 1.04274
H -11.02377 -0.79983 -0.53081
H -9.95984 -2.95023 -0.80316
H -7.70373 -0.90864 -0.79329
H -8.99475 -0.98995 -1.96710
H -6.46800 -1.38781 -3.02872
H -8.02848 -1.81409 -3.79081
H -6.62273 -2.99855 -3.63464
H -9.27957 -3.29089 1.42674
H -7.96729 -3.44081 0.49079
C -12.24053 -2.07174 -8.84030
C -12.65960 -0.70071 -8.35931
C -13.65431 -0.75368 -7.21149
O -14.72296 -1.57005 -7.57383
C -15.66999 -1.72218 -6.54214
N -11.49207 0.12348 -8.03760
H -11.64837 -2.61655 -8.09811
H -11.62366 -1.95315 -9.73678
H -13.11255 -2.64970 -9.12803
H -13.17881 -0.25226 -9.21637
H -13.99890 0.25843 -6.94747
H -13.14305 -1.17204 -6.32100
H -15.80859 -0.77951 -5.99978
H -15.38580 -2.54307 -5.88136
H -16.63477 -1.94766 -6.99666
H -11.74969 0.89046 -7.41266
H -10.81366 -0.40679 -7.48856
C -8.43981 1.38085 -4.27868
C -9.35307 1.50811 -5.47600
C -10.62511 2.25167 -5.08761
O -11.28742 2.61578 -6.26123
C -12.42667 3.44559 -6.02929
N -8.63805 2.21746 -6.57923
H -8.92578 0.79337 -3.49406
H -8.24780 2.35788 -3.82761
H -7.51866 0.87313 -4.55712
H -9.64718 0.49620 -5.77091
H -10.34574 3.13369 -4.48935
H -11.26434 1.59423 -4.48595
H -12.16203 4.29322 -5.39606
H -13.25647 2.86209 -5.61812
H -12.76439 3.81960 -6.99541
H -9.40749 2.59620 -7.14364
H -8.28840 3.05382 -6.10172
C -7.40156 -6.38867 -2.79892
C -6.35399 -6.50299 -3.90117
C -5.54711 -7.77265 -3.90879
O -4.40371 -7.55619 -4.69610
C -3.98792 -8.71399 -5.40406
N -6.93611 -6.32546 -5.24195
H -7.63880 -5.34516 -2.58610
H -6.99570 -6.78873 -1.86074
H -8.31432 -6.95627 -2.98374
H -5.61880 -5.69995 -3.70179
H -6.17477 -8.57470 -4.33181
H -5.25359 -8.10446 -2.90631
H -3.69222 -9.51631 -4.71876
H -3.07715 -8.45262 -5.94901
H -4.75239 -9.02788 -6.11692
H -7.24601 -5.36563 -5.35518
H -6.17024 -6.42085 -5.90781
C -8.32995 0.54394 -11.96073
C -9.09387 -0.01441 -10.77364
C -8.39050 -1.23994 -10.25538
O -7.21101 -0.87314 -9.54478
C -6.23220 -1.89039 -9.53078
N -9.17656 1.07465 -9.73438
H -8.30779 -0.21717 -12.75324
H -7.27931 0.67822 -11.70281
H -8.82492 1.40616 -12.39807
H -10.12129 -0.21284 -11.08480
H -8.10371 -1.89598 -11.08096
H -9.03938 -1.83286 -9.59324
H -5.89606 -2.13516 -10.54308
H -6.56060 -2.80642 -9.02696
H -5.36300 -1.52389 -8.98148
H -9.57548 1.86114 -10.24786
H -9.98018 0.84625 -9.11175

- spin multiplicity = 2
- orbital gap (spin up / spin down) (eV) = 7.46 / 3.10
- net charge = +1
- ⟨S²⟩ = 0.757
- E_HOMO (spin up / spin down) (eV) = -10.96 / -10.92

***

Entry 3:
The following is a DFT calculation (ωB97M-V/def2-TZVPD) of the molecule C10H8N2.

Positions of all 20 atoms, in Å:
C 3.29677 -0.20414 0.11188
C 2.77143 1.04791 0.13755
C 1.46627 1.31930 -0.19260
C 0.60632 0.13348 -0.09133
C -0.85890 0.11951 -0.11285
C -1.47535 -1.17393 0.10525
C -2.85204 -1.19293 0.02117
C -3.49632 0.04066 0.04723
N -2.98374 1.24113 -0.10576
C -1.65187 1.26721 -0.06851
N 1.18266 -0.99475 -0.15555
C 2.44547 -1.18940 -0.22212
H 4.34656 -0.48140 0.25403
H 3.39800 1.86868 0.41248
H 1.29776 2.54785 -0.18361
H -1.03623 -2.12517 0.31337
H -3.54120 -2.08412 -0.21740
H -4.55234 -0.07313 0.18054
H -1.06260 2.18398 0.00933
H 2.69933 -2.25074 -0.24309

- orbital gap (eV) = 9.05
- SMILES = c1ccc(-c2cccnc2)nc1
- E_HOMO (eV) = -8.76

***

Entry 4:
The following is a DFT calculation (ωB97M-V/def2-TZVPD) of the molecule C4H10N2O.

Positions of all 17 atoms, in Å:
C -1.21847 1.46766 -1.08459
N -0.61710 0.25445 -0.54645
C -1.36196 -0.40168 0.49380
C 0.74587 0.16016 -0.62746
O 1.44294 1.03284 -1.10121
C 1.36562 -1.06665 0.01366
N 2.12330 -0.83831 1.25834
H -1.24914 2.25084 -0.32064
H -0.77146 1.75011 -2.02254
H -2.27914 1.25044 -1.26440
H -0.84874 -0.64179 1.42787
H -1.83575 -1.33004 0.18774
H -2.13856 0.28341 0.84453
H 0.76351 -1.96590 0.01521
H 2.15162 -1.27834 -0.72752
H 1.54765 -1.09976 2.05422
H 2.17981 0.17256 1.39944

- orbital gap (eV) = 10.09
- SMILES = CN(C)C(=O)CN
- E_HOMO (eV) = -9.37

***

Entry 5:
The following is a DFT calculation (ωB97M-V/def2-TZVPD) of a structure of composition C4H4NO.

Positions of all 10 atoms, in Å:
C -0.13129 -1.05052 0.10646
C 0.25371 -0.01161 -1.29639
C -1.15223 -0.43758 -0.67976
C 0.47082 0.07195 1.00206
N 0.91362 0.58610 -0.27664
O 2.05599 1.08123 -0.46672
H -1.63702 -1.14959 -1.35476
H -1.63526 0.38383 -0.17155
H -0.44969 0.71019 1.37343
H 1.31133 -0.18400 1.76387

- orbital gap (eV) = 7.24
- net charge = -1
- E_HOMO (eV) = -2.65

***

Entry 6:
The following is a DFT calculation (ωB97M-V/def2-TZVPD) of the molecule C4H4O3.

Positions of all 11 atoms, in Å:
O 0.58691 -1.75657 1.82415
C -0.19150 -0.83844 1.87744
C -0.28467 0.21851 0.77951
O -0.98179 1.19115 0.96041
C 0.44980 -0.06729 -0.50267
C 0.10932 0.72752 -1.67927
O -0.43150 -0.57397 -1.50116
H -0.89725 -0.67890 2.71524
H 1.40246 -0.58667 -0.42214
H -0.59682 1.54854 -1.56608
H 0.83502 0.81613 -2.48544

- orbital gap (eV) = 9.19
- SMILES = O=CC(=O)[C@@H]1CO1
- E_HOMO (eV) = -10.04

***

Record-wise relative energy (zero: lowest compared OMol25 entry of this formula, charge and spin) values, in kcal/mol: 0.0, 0.0, 44.9, 35.2, 61.6, 53.1